Entry from the OMol25 dataset: a 12-piece molecular cluster, C35H88BF4N9O21S2 overall at a distorted geometry (wB97M-V/def2-TZVPD).

* gap between HOMO and LUMO: 2.52 eV
* net charge: -4

Bonds (Å) are listed after each position.
CARTESIAN COORDINATES (ANGSTROEM)
1 C -1.87076 -1.41979 0.51733  C2 1.516, H8 1.085, H9 1.094, H10 1.095
2 C -1.59809 0.06617 0.63858  C1 1.516, O3 1.195, N4 1.473
3 O -0.52308 0.49843 0.34508  C2 1.195
4 N -2.47536 0.82003 1.55109  C2 1.473, H5 1.041, H6 1.036, C7 1.550
5 H -2.63536 1.76603 1.14796  N4 1.041
6 H -3.44755 0.46873 1.61783  N4 1.036
7 C -1.81264 0.98720 2.94213  N4 1.550, H11 1.084, H12 1.089, H13 1.090
8 H -1.45922 -1.88202 -0.37360  C1 1.085
9 H -2.92497 -1.68888 0.63090  C1 1.094
10 H -1.51973 -1.87057 1.45176  C1 1.095
11 H -1.32010 0.02976 3.06849  C7 1.084
12 H -2.54668 1.30482 3.68060  C7 1.089
13 H -1.26760 1.88823 2.66051  C7 1.090
14 B 0.62672 -1.54508 4.09002  F15 1.402, F16 1.395, F17 1.424, F18 1.405
15 F 0.11274 -2.26424 3.00160  B14 1.402
16 F -0.38820 -1.12010 4.94716  B14 1.395
17 F 1.43838 -2.39251 4.89676  B14 1.424
18 F 1.33122 -0.44706 3.56827  B14 1.405
19 S -5.52562 0.18796 3.23445  O20 1.481, O21 1.504, O22 1.467, O23 1.476
20 O -6.08762 1.15710 4.20265  S19 1.481
21 O -4.35434 -0.54387 3.82879  S19 1.504
22 O -6.47945 -0.82608 2.77174  S19 1.467
23 O -5.11968 0.98047 2.05755  S19 1.476
24 S -3.66446 4.19522 2.01068  O25 1.507, O26 1.471, O27 1.472, O28 1.488
25 O -2.69637 3.40110 1.17142  S24 1.507
26 O -3.23576 5.59819 2.11739  S24 1.471
27 O -5.02017 4.08558 1.44784  S24 1.472
28 O -3.89016 3.56374 3.33854  S24 1.488
29 O -1.02801 6.33033 -2.19883  C30 1.237
30 C -1.12603 5.34729 -1.45377  O29 1.237, N31 1.344, C32 1.499
31 N -1.26293 5.49091 -0.12427  C30 1.344, H33 1.034, H34 1.008
32 C -1.25488 3.92908 -1.92233  C30 1.499, H35 1.091, H36 1.087, H37 1.093
33 H -1.75351 4.84577 0.51713  N31 1.034
34 H -1.24034 6.44867 0.19001  N31 1.008
35 H -2.18702 3.85534 -2.48457  C32 1.091
36 H -1.23597 3.20011 -1.11597  C32 1.087
37 H -0.44973 3.71523 -2.62954  C32 1.093
38 O 0.12659 5.00237 6.80809  C39 1.231
39 C -0.58462 4.00027 6.72992  O38 1.231, N40 1.348, C41 1.530
40 N -0.42379 2.93618 7.54156  C39 1.348, H42 1.003, H43 1.016
41 C -1.72638 3.93463 5.71401  C39 1.530, H44 1.092, H45 1.089, H46 1.084
42 H 0.36125 2.80685 8.15258  N40 1.003
43 H -0.98757 2.10034 7.41473  N40 1.016
44 H -2.39974 3.18380 6.13333  C41 1.092
45 H -1.30061 3.52522 4.79917  C41 1.089
46 H -2.26842 4.83405 5.44375  C41 1.084
47 O -4.01764 0.22430 -2.59812  C48 1.243
48 C -4.63202 0.62865 -1.59660  O47 1.243, N49 1.341, C50 1.518
49 N -4.76603 -0.14746 -0.51150  C48 1.341, H51 1.003, H52 1.023
50 C -5.16736 2.04868 -1.55463  C48 1.518, H53 1.091, H54 1.086, H55 1.105
51 H -4.62145 -1.12799 -0.66461  N49 1.003
52 H -5.37637 0.24627 0.20939  N49 1.023
53 H -6.25658 2.05502 -1.60966  C50 1.091
54 H -4.65063 2.77937 -2.17022  C50 1.086
55 H -4.99485 2.46296 -0.54489  C50 1.105
56 O -2.10940 0.57067 8.00030  C57 1.240
57 C -2.96449 0.30046 7.14372  O56 1.240, N58 1.344, C59 1.513
58 N -2.58892 -0.19376 5.95181  C57 1.344, H60 1.027, H61 1.011
59 C -4.44231 0.55840 7.33818  C57 1.513, H62 1.094, H63 1.092, H64 1.089
60 H -3.17098 -0.40421 5.13184  N58 1.027
61 H -1.70559 -0.68384 5.97995  N58 1.011
62 H -4.84766 -0.25998 7.94120  C59 1.094
63 H -4.93552 0.54387 6.36355  C59 1.092
64 H -4.48531 1.43750 7.97987  C59 1.089
65 C -0.51643 -5.44309 -6.96831  O66 1.449, H74 1.090, H75 1.091, H76 1.089
66 O 0.02326 -5.06698 -5.67719  C65 1.449, C67 1.431
67 C 1.18104 -5.85018 -5.37088  O66 1.431, C68 1.507, H77 1.095, H78 1.095
68 C 1.76357 -5.31948 -4.08673  C67 1.507, N69 1.476, H79 1.099, H80 1.094
69 N 0.88287 -5.58314 -2.93171  C68 1.476, C70 1.458, H81 1.015
70 C 1.36981 -4.95014 -1.71211  N69 1.458, C71 1.554, H82 1.097, H83 1.094
71 C 0.43877 -5.43530 -0.56674  C70 1.554, O72 1.408, H84 1.089, H85 1.097
72 O 1.04246 -5.34782 0.70267  C71 1.408, C73 1.430
73 C 1.23218 -4.02901 1.22132  O72 1.430, H86 1.090, H87 1.087, H88 1.095
74 H -0.71028 -4.46204 -7.40096  C65 1.090
75 H -1.47814 -5.93397 -6.81044  C65 1.091
76 H 0.10815 -6.06951 -7.60275  C65 1.089
77 H 1.89080 -5.70684 -6.19260  C67 1.095
78 H 0.82748 -6.88086 -5.26065  C67 1.095
79 H 1.98254 -4.24972 -4.21443  C68 1.099
80 H 2.78551 -5.67945 -3.93653  C68 1.094
81 H -0.02495 -5.19392 -3.16475  N69 1.015
82 H 1.39362 -3.85566 -1.64076  C70 1.097
83 H 2.40256 -5.18689 -1.43966  C70 1.094
84 H 0.26779 -6.50945 -0.62896  C71 1.089
85 H -0.49968 -4.91115 -0.78802  C71 1.097
86 H 1.44890 -3.99353 2.28889  C73 1.090
87 H 0.28844 -3.50147 1.10681  C73 1.087
88 H 2.10000 -3.46664 0.86162  C73 1.095
89 C 2.42768 -0.87605 -1.37217  O90 1.431, H98 1.091, H99 1.093, H100 1.088
90 O 3.70621 -1.28056 -0.87295  C89 1.431, C91 1.418
91 C 4.83522 -0.89254 -1.63724  O90 1.418, C92 1.525, H101 1.098, H102 1.101
92 C 5.34997 0.53724 -1.51470  C91 1.525, N93 1.466, H103 1.089, H104 1.099
93 N 4.60754 1.38099 -2.45561  C92 1.466, C94 1.459, H105 1.011
94 C 5.13840 2.73170 -2.60195  N93 1.459, C95 1.530, H106 1.095, H107 1.100
95 C 4.39894 3.48226 -3.71123  C94 1.530, O96 1.405, H108 1.097, H109 1.096
96 O 3.04120 3.76300 -3.48481  C95 1.405, C97 1.426
97 C 2.74235 4.95458 -2.76154  O96 1.426, H110 1.093, H111 1.089, H112 1.095
98 H 1.77735 -0.98423 -0.50262  C89 1.091
99 H 2.15348 -1.62194 -2.12324  C89 1.093
100 H 2.32960 0.15208 -1.71295  C89 1.088
101 H 4.89505 -1.29350 -2.65748  C91 1.098
102 H 5.53497 -1.61863 -1.19423  C91 1.101
103 H 6.43280 0.62860 -1.58609  C92 1.089
104 H 5.11363 0.95801 -0.52685  C92 1.099
105 H 3.62116 1.56308 -2.33105  N93 1.011
106 H 6.17744 2.80297 -2.94093  C94 1.095
107 H 5.06324 3.25827 -1.63942  C94 1.100
108 H 4.34140 2.76644 -4.54043  C95 1.097
109 H 4.89047 4.36343 -4.14040  C95 1.096
110 H 3.21660 4.91146 -1.77789  C97 1.093
111 H 1.66052 4.96729 -2.63620  C97 1.089
112 H 3.00349 5.91469 -3.21791  C97 1.095
113 C 0.40777 2.77432 -5.56825  O114 1.400, H122 1.104, H123 1.096, H124 1.085
114 O -0.88299 2.53729 -5.07929  C113 1.400, C115 1.426
115 C -1.00260 1.47167 -4.13999  O114 1.426, C116 1.531, H125 1.087, H126 1.093
116 C -1.20949 0.12990 -4.84777  C115 1.531, N117 1.456, H127 1.090, H128 1.100
117 N -1.48141 -0.88523 -3.84016  C116 1.456, C118 1.469, H129 1.015
118 C -1.65690 -2.24233 -4.37440  N117 1.469, C119 1.549, H130 1.097, H131 1.097
119 C -2.82652 -3.03059 -3.73521  C118 1.549, O120 1.403, H132 1.096, H133 1.095
120 O -2.60188 -3.06658 -2.35030  C119 1.403, C121 1.419
121 C -3.75867 -3.51777 -1.66435  O120 1.419, H134 1.099, H135 1.095, H136 1.087
122 H 0.76079 1.87450 -6.10203  C113 1.104
123 H 1.11236 2.75186 -4.72927  C113 1.096
124 H 0.53729 3.59769 -6.26266  C113 1.085
125 H -1.89904 1.63572 -3.54817  C115 1.087
126 H -0.04732 1.43872 -3.60919  C115 1.093
127 H -0.41106 -0.21294 -5.50599  C116 1.090
128 H -2.12401 0.34181 -5.42193  C116 1.100
129 H -2.28225 -0.69128 -3.24696  N117 1.015
130 H -0.70958 -2.74767 -4.14749  C118 1.097
131 H -1.73421 -2.28386 -5.46758  C118 1.097
132 H -2.83154 -4.02701 -4.19131  C119 1.096
133 H -3.73338 -2.47840 -4.00308  C119 1.095
134 H -4.10054 -4.47370 -2.08527  C121 1.099
135 H -4.56920 -2.82014 -1.89958  C121 1.095
136 H -3.68847 -3.67159 -0.59082  C121 1.087
137 C 5.12353 -3.90911 1.50639  O138 1.413, H146 1.097, H147 1.095, H148 1.093
138 O 5.52748 -3.26661 2.69847  C137 1.413, C139 1.417
139 C 4.55497 -2.32880 3.12516  O138 1.417, C140 1.531, H149 1.093, H150 1.095
140 C 4.66935 -1.00971 2.35549  C139 1.531, N141 1.454, H151 1.095, H152 1.096
141 N 3.98914 0.02173 3.12110  C140 1.454, C142 1.457, H153 1.030
142 C 3.76459 1.24036 2.35555  N141 1.457, C143 1.529, H154 1.103, H155 1.092
143 C 2.98723 2.24108 3.21177  C142 1.529, O144 1.463, H156 1.090, H157 1.089
144 O 2.76117 3.55408 2.60823  C143 1.463, C145 1.426
145 C 1.70103 3.51037 1.65485  O144 1.426, H158 1.093, H159 1.093, H160 1.090
146 H 4.38577 -4.69070 1.72618  C137 1.097
147 H 5.83654 -4.47145 0.89442  C137 1.095
148 H 4.66738 -3.22263 0.78809  C137 1.093
149 H 4.80684 -2.14001 4.17227  C139 1.093
150 H 3.53431 -2.71696 3.21078  C139 1.095
151 H 4.25996 -1.08721 1.34256  C140 1.095
152 H 5.75456 -0.86317 2.32301  C140 1.096
153 H 3.02813 -0.31390 3.27902  N141 1.030
154 H 3.04578 0.99541 1.55624  C142 1.103
155 H 4.69849 1.62524 1.94010  C142 1.092
156 H 3.52381 2.58816 4.09483  C143 1.090
157 H 2.01148 1.86260 3.51382  C143 1.089
158 H 0.74324 3.51275 2.18129  C145 1.093
159 H 1.78434 2.61492 1.03307  C145 1.093
160 H 1.74349 4.38288 1.00304  C145 1.090

These are the Löwdin partial charges, in e, on atoms 1 to 5:
1. C 0.021
2. C -0.399
3. O 0.116
4. N 0.069
5. H 0.083